Entry 1:
The following is a DFT calculation (the ωB97M-V functional and the def2-TZVPD basis) of a cluster of 2 separate species, C4H8N2O in total.

molar mass	100.12	g mol⁻¹
highest occupied orbital energy	-9.0572	eV
calculated total energy	-9302.299	eV
relative energy (zero: lowest compared OMol25 entry of this formula, charge and spin)	4.094	eV
HOMO-LUMO gap	0.3608	Ha

Element x y z (Å)
C: 1.8872 0.4199 1.3919
N: 0.5905 -0.0906 0.9650
C: 0.2975 0.1016 -0.4045
C: -0.4498 1.1548 -0.8886
N: -1.4268 1.6555 -1.3664
H: 2.6718 -0.0750 0.8098
H: 2.0015 1.5080 1.2631
H: 2.0409 0.1681 2.4442
H: -0.1608 0.2610 1.5487
H: 1.0765 -0.2634 -1.0730
H: -2.1226 0.7448 -1.4465
C: -1.3587 -1.1815 -0.7635
O: -2.3268 -0.6320 -1.3650
H: -1.4190 -1.3725 0.3197
H: -0.7190 -1.8867 -1.3137

Entry 2:
The following is a DFT calculation (the ωB97M-V functional and the def2-TZVPD basis) of an isolated molecule of C20H33N3O3S at a distorted geometry.

molar mass	395.57	g mol⁻¹
highest occupied orbital energy	-8.4198	eV
calculated total energy	-42724.262	eV
relative energy (zero: lowest compared OMol25 entry of this formula, charge and spin)	0.473	eV
HOMO-LUMO gap	0.3378	Ha

Element x y z (Å)
C: -0.5750 -4.9663 -0.2768
C: -0.2740 -3.4733 -0.3042
C: -0.7304 -2.7824 0.9834
N: -0.3822 -1.3643 0.9631
C: 0.5495 -1.0240 2.0235
C: 1.1326 0.3650 1.7737
N: 1.8244 0.3162 0.4950
S: 2.3803 1.7643 -0.1400
O: 2.7451 2.6000 0.9586
O: 1.4581 2.2655 -1.1159
N: 3.7556 1.3234 -0.9320
C: 4.7838 0.7672 -0.0726
C: 5.6947 1.8707 0.4532
C: 3.6306 0.8488 -2.2897
C: 3.1581 -0.5989 -2.4220
C: -0.0088 1.3791 1.8148
C: -1.0767 1.0089 0.7900
C: -2.2927 1.9181 0.9459
C: -3.4457 1.4969 0.0850
C: -4.5047 2.3906 -0.1102
O: -4.4285 3.6076 0.5016
C: -5.5891 2.0389 -0.8987
C: -5.6304 0.7893 -1.4924
C: -4.5960 -0.1021 -1.2940
C: -3.5010 0.2438 -0.5071
C: -2.3865 -0.7489 -0.3248
C: -1.5266 -0.4553 0.9080
H: -0.2414 -5.4408 -1.1963
H: -0.0686 -5.4439 0.5593
H: -1.6440 -5.1384 -0.1706
H: 0.7994 -3.3126 -0.4208
H: -0.7719 -3.0137 -1.1583
H: -1.8077 -2.9241 1.1198
H: -0.2430 -3.2740 1.8323
H: 1.3582 -1.7579 2.0081
H: 0.0741 -1.0417 3.0205
H: 1.8831 0.6167 2.5294
H: 1.2270 -0.1519 -0.1748
H: 5.3644 0.0375 -0.6415
H: 4.2990 0.2535 0.7638
H: 6.1845 2.3788 -0.3733
H: 6.4513 1.4510 1.1116
H: 5.0965 2.5916 1.0015
H: 4.6034 0.9715 -2.7757
H: 2.9131 1.5161 -2.7684
H: 3.7883 -1.2680 -1.8409
H: 2.1343 -0.6983 -2.0728
H: 3.1999 -0.9014 -3.4658
H: 0.3825 2.3737 1.6002
H: -0.4350 1.3822 2.8213
H: -0.6553 1.1624 -0.2087
H: -2.0205 2.9458 0.6980
H: -2.6218 1.9224 1.9910
H: -5.2002 4.1348 0.2631
H: -6.3982 2.7426 -1.0455
H: -6.4756 0.5152 -2.1059
H: -4.6315 -1.0792 -1.7533
H: -2.8222 -1.7478 -0.2762
H: -1.7374 -0.7184 -1.2056
H: -2.1493 -0.5626 1.8190